No. 1
Molecular formula: C20H70N10O15
Method: DFT, ωB97M-V/def2-TZVPD

```
115
Properties=species:S:1:pos:R:3:mulliken_charge:R:1
C -0.12 -0.57 -0.18 3.105
C -0.29 0.99 -0.40 2.194
O -1.07 1.38 0.70 -0.742
H -1.12 -1.01 0.01 -0.895
H 0.55 -0.83 0.67 -0.311
H 0.28 -1.08 -1.02 -1.499
H -0.83 1.23 -1.27 -1.527
H 0.67 1.48 -0.36 0.503
H -0.66 2.14 1.08 -0.243
C 2.05 4.30 -2.78 -1.627
C 1.11 4.27 -1.56 0.656
O -0.15 3.80 -2.00 -0.452
H 2.34 3.37 -3.15 0.202
H 2.93 4.85 -2.47 0.502
H 1.55 4.87 -3.59 0.387
H 1.02 5.31 -1.26 0.417
H 1.55 3.69 -0.80 -0.424
H -0.68 4.04 -1.21 0.213
C 3.76 1.98 -0.78 -0.060
C 4.78 1.23 0.07 -0.919
O 4.06 0.80 1.24 -0.621
H 2.85 1.37 -0.85 -0.578
H 4.18 2.14 -1.75 0.533
H 3.64 2.98 -0.37 0.550
H 5.63 1.79 0.17 0.576
H 5.12 0.36 -0.47 0.119
H 3.66 -0.06 1.11 0.262
C -3.87 1.36 2.76 -0.204
C -5.36 0.96 2.70 -0.696
O -5.53 0.42 1.43 -0.483
H -3.70 2.27 2.21 0.276
H -3.17 0.61 2.36 -0.519
H -3.63 1.60 3.81 0.454
H -6.16 1.73 2.89 0.342
H -5.57 0.18 3.50 0.298
H -6.45 0.13 1.45 0.256
C 3.02 -0.93 -2.45 -0.151
C 3.46 -1.84 -1.33 -1.230
O 2.98 -1.49 -0.13 0.075
H 3.60 0.00 -2.63 0.454
H 2.01 -0.65 -2.30 -0.628
H 2.99 -1.44 -3.39 0.578
H 4.54 -1.74 -1.32 0.407
H 3.20 -2.86 -1.48 0.509
H 3.16 -2.12 0.60 0.027
C 1.27 3.03 2.04 0.384
O 2.20 4.00 1.61 -0.753
N -0.02 3.22 2.17 -0.309
N 1.65 1.88 2.44 0.053
H -0.51 4.08 1.77 0.289
H -0.67 2.77 2.87 0.293
H 2.58 1.58 2.11 0.325
H 1.00 1.10 2.67 0.048
C -0.53 0.40 3.99 0.119
O -1.24 1.57 4.02 -0.850
N -0.12 -0.22 5.08 -0.378
N -0.09 -0.04 2.85 2.692
H -0.51 0.29 5.89 0.325
H -0.23 -1.23 5.23 0.354
H -0.41 0.50 2.03 -0.946
H 0.59 -0.77 2.84 -1.181
C 2.84 -1.82 4.05 0.106
O 2.35 -1.50 2.81 -0.342
N 3.91 -2.53 4.23 -0.446
N 2.41 -1.30 5.12 -0.269
H 4.17 -3.22 3.47 0.274
H 4.34 -2.78 5.10 0.181
H 1.48 -0.75 5.02 0.305
H 2.71 -1.53 6.08 0.265
C -3.28 -0.76 -1.39 0.012
O -2.35 -0.37 -2.38 -0.473
N -3.96 -1.87 -1.45 -0.162
N -3.49 -0.11 -0.26 0.171
H -3.80 -2.44 -2.29 0.254
H -4.66 -2.19 -0.80 0.175
H -2.78 0.56 0.11 -0.317
H -4.23 -0.31 0.41 0.299
C -3.25 2.22 -4.06 0.466
O -4.24 1.32 -3.97 -0.734
N -3.03 3.00 -5.10 -0.503
N -2.41 2.28 -3.12 0.031
H -3.82 2.93 -5.73 0.291
H -2.15 3.00 -5.68 0.244
H -2.36 1.42 -2.56 -0.155
H -1.63 2.92 -3.21 0.161
C -3.26 -2.09 2.28 -0.359
O -2.91 -2.72 1.12 -0.804
H -2.53 -1.27 2.33 -0.086
H -3.25 -2.68 3.16 0.508
H -4.29 -1.70 2.34 0.193
H -3.11 -2.07 0.44 0.169
C 0.75 -4.28 -1.17 0.164
O -0.21 -5.30 -0.92 -0.582
H 1.17 -4.40 -2.17 0.494
H 1.50 -4.22 -0.36 0.205
H 0.22 -3.34 -1.12 -0.539
H -1.15 -5.05 -1.17 0.305
C 0.25 -3.48 2.25 -0.067
O -0.95 -4.25 2.04 -0.657
H 0.62 -2.92 1.41 -0.249
H 0.96 -4.10 2.69 0.492
H -0.02 -2.78 3.03 0.105
H -1.57 -3.68 1.56 0.448
C 0.83 1.25 -3.91 -0.522
O 0.47 0.52 -4.99 -0.653
H 0.42 0.92 -2.99 -0.228
H 0.43 2.24 -3.95 0.263
H 1.86 1.15 -3.77 0.642
H 0.81 -0.36 -4.86 0.416
C 0.15 -2.43 -3.95 0.059
O 1.13 -2.18 -4.92 -0.644
H -0.67 -1.67 -4.06 0.251
H 0.69 -2.31 -3.06 -0.495
H -0.23 -3.44 -3.91 0.464
H 1.89 -2.74 -4.76 0.326
```

Results
energy above the lowest of the compared OMol25 structures with the same formula, charge and spin	1.474	eV
largest force on an atom	9.302	eV/Å
Kohn-Sham gap	0.2847	Eh
net charge	0



No. 2
Molecular formula: C20H70N14O15
Method: DFT, ωB97M-V/def2-TZVPD

```
119
Properties=species:S:1:pos:R:3:mulliken_charge:R:1
C 4.69 2.90 -2.27 -0.973
C 5.03 1.73 -1.37 -0.232
O 3.87 1.41 -0.69 0.137
H 4.26 3.68 -1.63 0.227
H 3.89 2.73 -2.97 0.055
H 5.64 3.25 -2.77 0.402
H 5.71 2.20 -0.68 0.193
H 5.47 0.87 -1.85 0.495
H 3.76 0.46 -0.69 -0.121
C -1.02 0.13 0.08 1.454
C -0.06 1.21 -0.01 0.850
O 1.06 0.75 0.68 0.957
H -0.46 -0.69 -0.32 -0.903
H -1.81 0.49 -0.45 -0.078
H -1.53 -0.17 1.03 -0.578
H -0.36 2.14 0.46 -0.086
H 0.13 1.43 -1.01 -0.625
H 1.74 1.39 0.72 -0.864
C 5.23 -2.35 -0.57 -1.566
C 4.10 -2.26 0.39 0.112
O 3.21 -1.32 -0.16 -0.301
H 5.94 -1.50 -0.55 0.295
H 4.85 -2.55 -1.55 0.314
H 6.00 -3.15 -0.35 0.377
H 4.52 -1.83 1.32 0.264
H 3.61 -3.19 0.55 0.276
H 2.49 -1.44 0.43 -0.086
C 0.91 2.67 -5.05 -1.447
C 0.65 1.57 -4.05 0.209
O 1.55 1.58 -2.96 -0.127
H 0.75 3.73 -4.85 0.284
H 0.33 2.38 -5.92 0.457
H 2.01 2.60 -5.31 0.243
H 0.52 0.57 -4.44 0.283
H -0.30 1.79 -3.56 0.067
H 1.44 2.39 -2.44 0.074
C -1.83 1.73 3.63 -1.235
C -1.83 0.34 4.18 0.208
O -2.13 0.39 5.49 -0.571
H -2.82 2.09 3.38 0.417
H -1.35 1.67 2.64 0.049
H -1.48 2.56 4.19 0.618
H -0.77 -0.05 3.99 -0.021
H -2.52 -0.24 3.60 0.161
H -2.51 -0.44 5.77 0.357
C 1.31 -4.47 -0.35 0.186
O 2.38 -4.63 -1.27 -0.770
N 0.32 -3.63 -0.53 0.077
N 1.18 -5.24 0.70 -0.226
H 0.52 -2.95 -1.31 -0.245
H -0.54 -3.46 -0.05 0.041
H 1.83 -6.07 0.59 0.243
H 0.36 -5.20 1.42 0.398
C -4.31 -2.35 -0.75 0.540
O -4.92 -3.25 0.12 -0.872
N -3.00 -2.46 -0.93 -0.152
N -4.86 -1.34 -1.35 -0.291
H -2.50 -3.43 -0.91 0.494
H -2.53 -1.77 -1.50 -0.411
H -5.75 -1.14 -0.91 0.289
H -4.30 -0.50 -1.69 0.442
C 1.88 4.10 0.09 0.436
O 1.54 3.83 -1.25 -0.819
N 2.69 3.28 0.71 -0.267
N 1.39 5.06 0.86 -0.395
H 3.14 2.53 0.07 0.094
H 3.08 3.32 1.71 0.301
H 0.51 5.68 0.64 0.251
H 1.76 5.24 1.79 0.191
C -3.95 1.78 -2.05 0.071
O -3.21 2.47 -1.14 -0.462
N -5.10 2.14 -2.53 -0.392
N -3.57 0.68 -2.44 0.024
H -5.23 3.14 -2.38 0.331
H -5.72 1.51 -3.07 0.191
H -2.60 0.36 -2.48 -0.211
H -4.05 0.34 -3.22 0.403
C -1.85 -4.29 1.90 0.628
O -0.85 -4.90 2.48 -0.881
N -3.02 -4.74 1.66 -0.211
N -1.65 -3.05 1.45 0.079
H -3.28 -5.59 2.20 0.311
H -3.85 -4.20 1.29 0.277
H -0.82 -2.59 1.87 -0.223
H -2.29 -2.67 0.65 0.148
C -0.39 -1.86 -3.05 -0.173
O -1.32 -0.96 -2.84 -0.718
N -0.63 -2.96 -3.65 -0.153
N 0.85 -1.73 -2.58 0.035
H -1.47 -2.96 -4.24 0.318
H 0.12 -3.56 -4.08 0.285
H 1.07 -0.82 -2.13 -0.416
H 1.66 -2.22 -3.03 0.290
C 1.51 -2.27 2.67 -0.148
O 1.68 -1.35 3.76 -0.774
N 1.82 -3.53 2.77 -0.137
N 1.01 -1.90 1.53 3.389
H 1.91 -3.87 3.73 0.306
H 1.59 -4.22 2.05 0.282
H 0.96 -0.85 1.45 -1.012
H 0.94 -2.58 0.73 -0.781
C -4.78 0.97 1.22 -0.317
O -6.04 0.37 1.28 -0.562
H -4.84 1.81 0.60 0.321
H -4.01 0.36 0.68 0.055
H -4.15 1.10 2.13 0.108
H -6.43 0.42 0.42 0.323
C 3.36 1.24 3.06 -0.408
O 3.92 2.54 3.20 -0.650
H 2.28 1.31 2.88 -0.072
H 3.45 0.79 4.00 0.477
H 3.80 0.68 2.22 0.182
H 4.89 2.36 3.41 0.339
C -2.38 4.48 1.13 -0.168
O -2.44 5.66 1.87 -0.563
H -2.19 4.75 0.08 0.395
H -3.30 3.87 1.16 0.091
H -1.61 3.73 1.52 -0.093
H -1.55 6.04 1.91 0.309
```

Results
energy above the lowest of the compared OMol25 structures with the same formula, charge and spin	0.353	eV
largest force on an atom	11.960	eV/Å
Kohn-Sham gap	0.3067	Eh
net charge	0



Question: The lowest Kohn-Sham gap belongs to which entry?
Answer: C20H70N10O15